1.
# C39H45GeN8O2SSi3W

C39H45GeN8O2SSi3W as an isolated structure in a non-equilibrium geometry (ωB97M-V with the def2-TZVPD basis set, the Open Molecules 2025 dataset).

Values from the calculation:
Relative energy (zero: lowest compared OMol25 entry of this formula, charge and spin) = 1.8604 eV
Spin multiplicity = 2
Expectation value of S² = 0.765
HOMO (spin up / spin down) = -12.95 / -13.08 eV
Maximum force = 1.45 eV/Å
Kohn-Sham gap (spin up / spin down) = 0.2098 / 0.2166 Ha
Net charge = +2

The geometry in XYZ format:
```
100
C39H45GeN8O2SSi3W | the Open Molecules 2025 dataset | ωB97M-V with the def2-TZVPD basis set
W -0.12 0.15 -0.32
O -3.14 0.60 2.05
C -2.36 1.12 1.31
N -2.03 0.63 0.02
C -3.01 -0.31 -0.43
C -4.34 0.00 -0.64
C -5.20 -1.02 -1.01
C -4.72 -2.32 -1.15
C -3.39 -2.63 -0.93
C -2.53 -1.60 -0.56
N -1.13 -1.67 -0.29
C -0.53 -2.89 -0.11
O -1.06 -3.97 -0.01
C 0.95 -2.76 -0.05
C 1.75 -3.87 0.17
C 3.12 -3.71 0.21
C 3.64 -2.44 0.01
C 2.78 -1.38 -0.20
N 1.45 -1.52 -0.23
C -1.62 2.36 1.65
C -2.00 3.18 2.70
C -1.27 4.34 2.91
C -0.19 4.61 2.07
C 0.13 3.71 1.07
N -0.58 2.60 0.85
H -4.70 1.02 -0.52
H -6.25 -0.81 -1.18
H -5.40 -3.11 -1.43
H -3.04 -3.65 -1.03
H 1.26 -4.83 0.30
H 3.77 -4.55 0.38
H 4.71 -2.26 0.01
H 3.18 -0.39 -0.37
H -2.84 2.90 3.31
H -1.53 5.02 3.70
H 0.39 5.52 2.19
H 0.97 3.90 0.42
S 6.33 2.89 2.70
N 5.65 3.23 1.28
C 4.48 2.61 1.26
C 3.52 2.68 0.17
C 3.60 3.53 -0.87
C 2.47 3.67 -1.83
C 1.69 2.35 -1.99
N 1.48 1.64 -0.70
C 2.33 1.83 0.27
C 2.08 1.10 1.54
N 0.97 0.35 1.57
C 0.66 -0.35 2.67
C 1.48 -0.32 3.79
C 2.66 0.40 3.75
C 2.98 1.13 2.60
C 4.22 1.88 2.44
N 5.18 1.95 3.34
H 4.46 4.18 -0.96
H 1.79 4.41 -1.37
H 0.68 2.61 -2.33
H -0.25 -0.93 2.64
H 1.20 -0.88 4.66
H 3.34 0.42 4.59
C -3.02 -0.43 -4.02
Si -1.73 0.90 -3.72
C -2.39 2.37 -2.75
C -1.19 1.55 -5.40
Ge 0.22 -0.34 -2.81
Si 0.44 -2.47 -3.90
C -0.90 -3.71 -3.49
C 0.37 -2.02 -5.73
C 2.14 -3.17 -3.51
Si 2.18 0.97 -3.25
C 2.92 4.26 -3.16
C 2.39 1.55 -5.02
C 3.87 0.25 -2.75
H -3.88 0.04 -4.51
H -3.37 -0.92 -3.12
H -2.64 -1.19 -4.71
H -3.47 2.40 -2.86
H -1.99 3.29 -3.18
H -2.17 2.37 -1.68
H -2.12 1.75 -5.95
H -0.60 0.86 -6.01
H -0.66 2.50 -5.33
H -1.90 -3.27 -3.56
H -0.80 -4.15 -2.50
H -0.85 -4.52 -4.22
H -0.64 -1.75 -6.05
H 0.67 -2.90 -6.30
H 1.04 -1.21 -6.00
H 2.38 -3.17 -2.45
H 2.93 -2.61 -4.03
H 2.20 -4.20 -3.87
H 2.10 4.32 -3.87
H 3.31 5.27 -3.02
H 3.72 3.66 -3.60
H 1.51 2.02 -5.45
H 2.60 0.66 -5.62
H 3.24 2.22 -5.13
H 4.21 0.58 -1.76
H 4.60 0.63 -3.47
H 3.91 -0.83 -2.79
```

2.
# C39H45GeN8O2SSi3W

C39H45GeN8O2SSi3W as an isolated structure (ωB97M-V with the def2-TZVPD basis set, the Open Molecules 2025 dataset).

Values from the calculation:
Relative energy (zero: lowest compared OMol25 entry of this formula, charge and spin) = 0.2239 eV
Spin multiplicity = 2
Expectation value of S² = 0.768
HOMO (spin up / spin down) = -12.72 / -12.78 eV
Maximum force = 0.52 eV/Å
Kohn-Sham gap (spin up / spin down) = 0.2237 / 0.2158 Ha
Net charge = +2

The geometry in XYZ format:
```
100
C39H45GeN8O2SSi3W | the Open Molecules 2025 dataset | ωB97M-V with the def2-TZVPD basis set
W -0.60 -0.16 -0.77
O -1.08 -4.33 -1.12
C -1.05 -3.18 -0.76
N -0.59 -2.09 -1.49
C -0.16 -2.35 -2.82
C -0.29 -3.52 -3.57
C 0.16 -3.53 -4.88
C 0.72 -2.39 -5.46
C 0.85 -1.23 -4.73
C 0.40 -1.22 -3.40
N 0.38 -0.12 -2.53
C 1.13 1.01 -2.89
O 2.11 1.02 -3.59
C 0.51 2.25 -2.37
C 0.90 3.49 -2.85
C 0.13 4.59 -2.52
C -0.99 4.39 -1.74
C -1.27 3.12 -1.25
N -0.52 2.05 -1.54
C -1.54 -2.81 0.59
C -2.09 -3.78 1.40
C -2.56 -3.42 2.65
C -2.42 -2.10 3.03
C -1.84 -1.19 2.16
N -1.42 -1.52 0.92
H -0.71 -4.42 -3.16
H 0.07 -4.43 -5.46
H 1.06 -2.41 -6.48
H 1.29 -0.35 -5.17
H 1.77 3.54 -3.49
H 0.38 5.58 -2.88
H -1.66 5.20 -1.48
H -2.14 2.99 -0.63
H -2.13 -4.79 1.02
H -3.00 -4.15 3.31
H -2.73 -1.75 4.00
H -1.71 -0.18 2.48
S -7.58 2.28 1.38
N -6.14 2.57 2.04
C -5.24 1.96 1.28
C -3.81 1.98 1.50
C -3.18 2.72 2.50
C -1.80 2.71 2.57
C -1.08 1.93 1.66
N -1.67 1.19 0.72
C -3.02 1.24 0.62
C -3.61 0.56 -0.51
N -2.73 -0.05 -1.33
C -3.18 -0.65 -2.44
C -4.53 -0.68 -2.76
C -5.44 -0.07 -1.92
C -4.97 0.57 -0.77
C -5.81 1.28 0.18
N -7.13 1.38 0.13
H -3.77 3.30 3.19
H -1.27 3.28 3.31
H 0.00 1.87 1.71
H -2.44 -1.12 -3.08
H -4.85 -1.17 -3.66
H -6.50 -0.07 -2.13
C 2.16 -3.40 -0.33
Si 3.04 -1.75 -0.22
C 3.72 -1.30 -1.90
C 4.48 -1.92 0.96
Ge 1.58 0.00 0.74
Si 1.55 -0.66 3.10
C 1.11 -2.48 3.23
C 3.25 -0.47 3.86
C 0.46 0.40 4.22
Si 2.83 2.10 0.62
C 3.87 2.23 -0.92
C 4.02 2.24 2.06
C 1.70 3.61 0.78
H 2.93 -4.18 -0.23
H 1.67 -3.55 -1.29
H 1.44 -3.58 0.47
H 4.44 -2.08 -2.15
H 4.26 -0.35 -1.89
H 2.99 -1.26 -2.70
H 5.22 -2.55 0.47
H 4.20 -2.40 1.89
H 4.97 -0.97 1.18
H 1.97 -3.08 2.90
H 0.25 -2.80 2.65
H 0.93 -2.74 4.28
H 4.08 -0.69 3.20
H 3.30 -1.17 4.70
H 3.40 0.53 4.27
H -0.62 0.31 4.12
H 0.74 1.46 4.14
H 0.70 0.10 5.25
H 4.73 1.57 -0.82
H 4.27 3.25 -1.00
H 3.39 1.99 -1.87
H 4.67 1.38 2.17
H 3.52 2.41 3.01
H 4.66 3.11 1.87
H 0.90 3.66 0.04
H 2.32 4.50 0.64
H 1.26 3.68 1.77
```

3.
# C39H45N11O8S2Tl

C39H45N11O8S2Tl as an isolated structure (ωB97M-V with the def2-TZVPD basis set, the Open Molecules 2025 dataset).

Values from the calculation:
HOMO = -10.32 eV
Maximum force = 0.66 eV/Å
Kohn-Sham gap = 0.2822 Ha
Net charge = +1

The geometry in XYZ format:
```
106
C39H45N11O8S2Tl | the Open Molecules 2025 dataset | ωB97M-V with the def2-TZVPD basis set
Tl 0.16 -0.33 0.69
O 1.36 -1.59 4.64
C 1.23 -1.64 3.43
O 0.99 -0.59 2.71
C 1.42 -2.97 2.71
C 2.17 -3.91 3.40
C 2.42 -5.16 2.85
C 1.91 -5.51 1.62
C 1.19 -4.56 0.93
C 0.88 -3.27 1.43
O 0.08 -2.52 0.76
N 0.70 -4.95 -0.39
O 0.20 -6.04 -0.51
O 0.84 -4.15 -1.30
N 3.22 -6.13 3.59
O 3.72 -5.77 4.63
O 3.42 -7.20 3.06
H 2.55 -3.66 4.38
H 2.07 -6.49 1.20
C -2.25 -1.57 2.93
N -2.87 -0.27 2.92
C -4.06 -0.15 3.75
C -4.24 1.36 3.89
N -3.19 1.91 3.05
C -3.36 3.26 2.58
C -2.35 0.93 2.58
N -1.25 1.13 1.90
C -0.64 2.45 1.95
C 0.87 2.34 1.80
N 1.13 1.75 0.51
C 2.15 2.06 -0.24
N 3.33 2.58 0.14
C 3.83 2.77 1.49
C 4.15 2.96 -1.00
C 3.41 2.29 -2.17
N 2.16 1.82 -1.59
C 0.95 2.02 -2.36
H -2.98 -2.31 2.59
H -1.91 -1.83 3.93
H -1.41 -1.63 2.25
H -3.88 -0.63 4.71
H -4.91 -0.63 3.28
H -4.14 1.71 4.92
H -5.22 1.69 3.52
H -4.43 3.48 2.53
H -2.97 3.38 1.57
H -2.89 4.00 3.24
H -0.85 2.95 2.89
H -0.99 3.08 1.12
H 1.26 1.72 2.61
H 1.29 3.35 1.88
H 3.41 2.02 2.16
H 3.61 3.77 1.88
H 4.91 2.64 1.47
H 5.16 2.57 -0.88
H 4.21 4.05 -1.11
H 3.98 1.44 -2.58
H 3.21 2.99 -2.99
H 0.81 3.08 -2.61
H 0.10 1.66 -1.79
H 1.02 1.44 -3.28
N 2.06 -1.97 -3.15
C 1.51 -1.39 -4.32
C 2.25 -1.30 -5.48
C 1.69 -0.71 -6.60
C 0.42 -0.16 -6.55
C -0.31 -0.22 -5.36
C 0.23 -0.86 -4.26
S -0.70 -1.10 -2.78
N 0.57 -1.02 -1.63
C 1.70 -1.55 -1.91
C 2.73 -1.72 -0.83
C 3.76 -2.65 -0.91
C 4.68 -2.71 0.12
C 4.55 -1.84 1.19
C 3.47 -0.98 1.21
N 2.58 -0.93 0.23
H 2.98 -2.37 -3.26
H 3.25 -1.71 -5.52
H 2.26 -0.66 -7.52
H -0.01 0.31 -7.42
H -1.29 0.21 -5.30
H 3.82 -3.36 -1.73
H 5.47 -3.45 0.10
H 5.24 -1.86 2.02
H 3.27 -0.34 2.06
C -4.56 5.07 -1.86
C -4.27 3.67 -1.41
C -5.12 3.01 -0.53
C -4.87 1.71 -0.12
C -3.77 1.05 -0.64
C -2.90 1.68 -1.52
C -3.15 2.99 -1.89
S -3.48 -0.63 -0.15
C -4.10 -1.43 -1.63
O -2.00 -0.84 -0.24
H -5.12 5.62 -1.11
H -5.17 5.06 -2.77
H -3.65 5.61 -2.08
H -5.99 3.53 -0.14
H -5.52 1.21 0.58
H -2.05 1.14 -1.91
H -2.48 3.49 -2.57
H -3.62 -1.00 -2.50
H -5.18 -1.29 -1.66
H -3.86 -2.49 -1.53
```

4.
# C39H46CoOP2

C39H46CoOP2 as an isolated structure in a non-equilibrium geometry (ωB97M-V with the def2-TZVPD basis set, the Open Molecules 2025 dataset).

Values from the calculation:
Relative energy (zero: lowest compared OMol25 entry of this formula, charge and spin) = 0.0000 eV
Spin multiplicity = 4
Expectation value of S² = 3.768
HOMO (spin up / spin down) = -7.41 / -7.41 eV
Maximum force = 2.13 eV/Å
Kohn-Sham gap (spin up / spin down) = 0.2899 / 0.2746 Ha

The geometry in XYZ format:
```
89
C39H46CoOP2 | the Open Molecules 2025 dataset | ωB97M-V with the def2-TZVPD basis set
Co 0.52 -0.14 4.38
C -2.72 0.03 5.26
C -2.36 -0.22 3.98
C -2.44 0.63 2.75
C -1.18 1.46 2.38
C -0.33 1.90 3.55
C -0.88 2.34 4.72
C -2.32 2.46 5.03
C -2.79 1.34 5.96
C 2.35 -0.48 3.80
H -2.72 -0.82 5.96
H -2.03 -1.25 3.74
H -3.33 1.28 2.70
H -2.56 -0.06 1.90
H -0.55 0.85 1.72
H -1.54 2.31 1.76
H 0.68 2.24 3.28
H -0.21 2.62 5.55
H -2.96 2.44 4.14
H -2.48 3.42 5.55
H -2.13 1.30 6.85
H -3.80 1.60 6.35
H 2.79 -0.98 4.68
H 2.83 0.50 3.60
H 2.35 -1.16 2.93
P -0.09 -1.97 -3.92
P 1.74 0.41 -4.31
C -0.86 -0.42 -4.46
C 0.02 0.55 -4.87
C -0.70 -3.19 -5.19
C -1.81 -2.95 -6.03
C -2.32 -3.97 -6.84
C -1.64 -5.19 -6.95
C -0.43 -5.37 -6.25
C 0.03 -4.38 -5.38
C -1.10 -2.20 -2.41
C -0.78 -1.32 -1.36
C -1.47 -1.43 -0.15
C -2.44 -2.42 0.02
C -2.78 -3.27 -1.04
C -2.12 -3.16 -2.28
C 2.53 1.07 -5.87
C 2.45 0.24 -7.00
C 2.92 0.70 -8.24
C 3.53 1.96 -8.35
C 3.67 2.76 -7.21
C 3.18 2.32 -5.97
C 1.93 1.85 -3.20
C 3.12 1.92 -2.45
C 3.38 3.05 -1.68
C 2.43 4.08 -1.61
C 1.22 3.96 -2.28
C 0.94 2.83 -3.06
H -1.95 -0.32 -4.37
H -0.23 1.39 -5.54
H -2.28 -1.96 -6.04
H -3.24 -3.81 -7.40
H -2.03 -5.99 -7.59
H 0.14 -6.29 -6.40
H 0.97 -4.52 -4.83
H -0.01 -0.56 -1.50
H -1.21 -0.75 0.67
H -2.94 -2.54 0.98
H -3.54 -4.03 -0.91
H -2.39 -3.80 -3.12
H 2.00 -0.75 -6.91
H 2.82 0.06 -9.12
H 3.91 2.31 -9.31
H 4.15 3.73 -7.27
H 3.28 2.95 -5.08
H 3.85 1.10 -2.50
H 4.33 3.14 -1.14
H 2.65 4.98 -1.02
H 0.47 4.75 -2.21
H -0.02 2.73 -3.57
C -0.89 -0.68 8.42
C 0.21 -0.22 7.44
C 0.42 1.28 7.61
C 1.50 -0.94 7.77
O -0.12 -0.57 6.12
H -0.67 -0.35 9.46
H -0.96 -1.78 8.43
H -1.87 -0.25 8.16
H 0.67 1.52 8.65
H 1.27 1.61 6.99
H -0.48 1.86 7.37
H 1.33 -2.03 7.74
H 2.27 -0.68 7.03
H 1.85 -0.66 8.78
```